This record from the OMol25 dataset describes a molecular structure, C21H32N3O2Pt at a distorted geometry. The level of theory is the ωB97M-V functional and the def2-TZVPD basis.

```
59
Properties=species:S:1:pos:R:3:forces:R:3
Pt 0.820176 0.444574 0.515219 0.5 1.3 0.1
N 0.546231 -0.918649 2.546377 0.0 -0.3 0.4
C 1.698170 -0.762780 3.439619 -0.2 0.1 -0.2
C 2.940734 -0.554838 2.599952 0.1 0.2 0.0
N 2.791515 0.675920 1.783959 -0.4 -0.9 -0.1
H -0.337410 -0.742191 3.007210 -0.1 0.0 0.0
H 0.506991 -1.858869 2.178568 -0.1 -0.1 0.1
H 1.846116 -1.617087 4.096827 0.0 -0.1 0.1
H 1.523644 0.110462 4.069752 0.0 0.0 0.0
H 3.062062 -1.392910 1.911093 0.1 0.0 0.0
H 3.813680 -0.520274 3.251377 0.1 0.1 0.0
H 3.622533 0.831650 1.228980 0.0 0.0 -0.1
H 2.667780 1.475715 2.395503 0.0 0.1 -0.1
C -4.829029 -1.047821 3.753471 0.0 0.0 -0.2
C -4.149661 -0.485161 2.524039 0.0 -0.1 0.1
C -4.270847 0.856197 2.184613 0.0 0.1 -0.1
C -3.566815 1.410958 1.114653 -0.1 0.0 0.1
C -3.742475 2.863472 0.738309 0.1 -0.1 0.1
C -2.728472 0.586850 0.366598 0.2 -0.1 0.1
C -2.676223 -0.790868 0.610241 0.0 -0.1 0.0
C -1.963681 -1.724645 -0.345815 -0.1 0.1 0.1
C -3.373624 -1.303000 1.703810 0.0 0.0 -0.1
C -1.825360 1.214048 -0.667786 0.1 -0.1 -0.1
O -2.145462 1.343813 -1.832475 0.2 0.0 0.3
O -0.649111 1.655379 -0.186690 -0.6 -0.4 -0.7
H -5.633249 -0.396397 4.097820 0.0 0.0 0.0
H -4.111572 -1.150730 4.571197 0.0 0.0 0.0
H -5.246864 -2.037595 3.556521 0.0 0.1 0.0
H -4.936081 1.493664 2.762234 0.1 0.0 0.0
H -4.356567 3.386129 1.470850 0.0 0.0 0.0
H -4.227629 2.941611 -0.236694 0.0 0.0 0.0
H -2.777619 3.375433 0.661334 -0.1 0.0 0.0
H -2.497973 -1.758651 -1.299255 0.0 0.0 0.1
H -1.921850 -2.742657 0.051691 0.0 0.1 0.0
H -0.949186 -1.390681 -0.568544 0.0 0.0 0.0
H -3.335899 -2.374829 1.900931 0.0 0.2 0.0
C 2.364048 1.154070 -4.541652 0.0 0.1 0.0
N 2.005196 1.828190 -3.257638 -0.1 -0.5 0.0
C 0.518693 1.777559 -3.040267 0.0 -0.1 -0.1
C 2.798126 1.300364 -2.057596 -0.2 -0.3 -0.1
C 2.619690 -0.174348 -1.798717 0.1 0.0 -0.1
C 3.349179 -1.086542 -2.570457 0.0 -0.1 0.1
C 3.245834 -2.450775 -2.366792 0.0 0.0 -0.1
C 2.410651 -2.925671 -1.364723 0.0 0.0 0.0
C 1.704371 -2.033841 -0.572794 0.1 -0.4 0.0
C 1.806020 -0.659765 -0.763790 -0.1 0.5 0.1
H 1.835124 1.645003 -5.352906 0.0 0.1 0.0
H 2.058492 0.116244 -4.485812 0.0 -0.1 0.0
H 3.437340 1.217549 -4.706832 0.0 0.0 0.0
H 2.267366 2.803918 -3.344391 0.0 0.2 0.0
H 0.213067 0.740729 -2.934980 0.1 0.0 0.0
H 0.015253 2.220545 -3.895958 0.1 0.0 -0.1
H 0.252097 2.308188 -2.138687 0.0 0.1 0.2
H 2.457842 1.858388 -1.193720 -0.1 0.2 0.1
H 3.840640 1.537902 -2.262535 0.0 0.0 -0.1
H 4.019179 -0.719519 -3.340091 0.0 0.0 0.0
H 3.811006 -3.138891 -2.983360 0.0 0.0 0.1
H 2.319694 -3.990729 -1.191697 0.0 0.0 0.0
H 1.064119 -2.423809 0.209907 0.0 0.0 -0.1
```
Positions in Å, forces in eV/Å.

Output
LUMO (alpha / beta) = -2.96 / -2.96 eV
Molecular weight = 553.58 g mol⁻¹
Net charge = +1
Calculated total energy = -34101.7599 eV
HOMO energy (alpha / beta) = -10.464 / -10.464 eV